# 1
C26H52BaN7O4P | ωB97M-V/def2-TZVPD

Each line ends with the Löwdin charge.
CARTESIAN COORDINATES (ANGSTROEM)
Ba1 0.830 -0.265 -1.102  2.127
C1 1.619 2.587 4.781  -0.030
C2 1.050 2.484 3.370  -0.343
C3 -0.285 3.224 3.256  -0.093
C4 -0.700 3.806 1.895  -0.484
C5 -2.104 4.380 2.010  -0.017
C6 0.291 4.851 1.395  0.001
N1 -0.735 2.658 0.869  0.116
C7 -1.281 3.008 -0.510  -0.076
C8 -2.586 2.265 -0.774  -0.149
N2 -2.439 0.819 -0.943  -0.110
C9 -2.464 0.385 -2.377  -0.083
C10 -1.052 0.114 -2.802  -0.787
O1 -0.229 1.084 -2.795  -0.232
O2 -0.664 -1.097 -2.853  -0.258
C11 -3.313 -0.018 -0.080  -0.351
C12 -4.759 -0.071 -0.557  -0.026
C13 -2.693 -1.412 0.111  -0.101
C14 -2.169 -1.745 1.518  -0.563
C15 -1.436 -3.079 1.432  -0.039
C16 -3.336 -1.850 2.499  -0.015
N3 -1.206 -0.675 1.938  0.014
C17 -0.392 -1.032 3.114  -0.193
C18 0.192 0.198 3.799  -0.171
N4 0.919 1.089 2.899  -0.131
C19 2.177 0.495 2.467  -0.086
C20 2.279 0.482 0.964  -0.711
O3 1.730 1.448 0.314  -0.287
O4 2.745 -0.540 0.376  -0.245
H1 1.906 3.610 5.024  0.093
H2 2.506 1.963 4.903  0.085
H3 0.883 2.271 5.524  0.089
H4 1.752 2.955 2.675  0.141
H5 -0.277 4.081 3.934  0.137
H6 -1.098 2.584 3.613  0.117
H7 -2.095 5.170 2.761  0.110
H8 -2.826 3.627 2.337  0.096
H9 -2.455 4.825 1.080  0.089
H10 0.581 5.485 2.234  0.108
H11 -0.145 5.496 0.632  0.094
H12 1.201 4.411 0.983  0.096
H13 0.222 2.259 0.798  0.095
H14 -1.274 1.887 1.265  0.129
H15 -0.511 2.766 -1.237  0.112
H16 -1.443 4.082 -0.532  0.116
H17 -3.060 2.722 -1.647  0.138
H18 -3.253 2.458 0.073  0.123
H19 -2.889 1.133 -3.052  0.141
H20 -3.035 -0.531 -2.498  0.122
H21 -3.325 0.495 0.888  0.117
H22 -4.861 -0.642 -1.480  0.084
H23 -5.166 0.928 -0.725  0.090
H24 -5.393 -0.558 0.187  0.092
H25 -1.849 -1.520 -0.571  0.080
H26 -3.409 -2.191 -0.165  0.134
H27 -2.059 -3.808 0.912  0.099
H28 -1.188 -3.496 2.408  0.094
H29 -0.500 -2.971 0.870  0.052
H30 -4.008 -2.667 2.229  0.101
H31 -3.927 -0.929 2.508  0.087
H32 -3.000 -2.036 3.519  0.084
H33 -1.789 0.104 2.232  0.089
H34 0.396 -1.724 2.807  0.111
H35 -0.974 -1.560 3.879  0.119
H36 0.815 -0.142 4.638  0.135
H37 -0.633 0.751 4.254  0.119
H38 2.240 -0.541 2.798  0.127
H39 3.058 1.002 2.880  0.146
C21 2.478 -5.211 -3.891  -0.096
N5 3.484 -4.654 -2.852  -0.066
C22 3.595 -5.684 -1.700  -0.097
N6 2.319 -5.960 -1.153  -0.139
C23 1.406 -6.451 -2.188  -0.139
N7 1.233 -5.491 -3.279  -0.138
C24 0.518 -4.278 -2.851  -0.288
P1 1.396 -3.357 -1.504  0.956
C25 3.049 -3.301 -2.345  -0.251
C26 1.762 -4.813 -0.423  -0.298
H40 2.947 -6.117 -4.275  0.149
H41 2.404 -4.458 -4.674  0.149
H42 4.398 -4.564 -3.296  0.183
H43 4.278 -5.249 -0.972  0.148
H44 4.041 -6.569 -2.154  0.150
H45 0.437 -6.648 -1.735  0.142
H46 1.799 -7.384 -2.593  0.145
H47 -0.477 -4.551 -2.497  0.107
H48 0.372 -3.608 -3.700  0.099
H49 3.823 -2.932 -1.670  0.109
H50 3.012 -2.643 -3.215  0.109
H51 0.833 -5.118 0.062  0.096
H52 2.451 -4.513 0.369  0.105

Values from the calculation:
net charge = +2
highest occupied orbital energy = -0.4919 Ha
frontier orbital gap = 8.80 eV
2S+1 = 1

# 2
C13H15NOsTe | ωB97M-V/def2-TZVPD

Each line ends with the Löwdin spin population.
CARTESIAN COORDINATES (ANGSTROEM)
C1 3.426 0.900 0.362  0.022
C2 3.565 -0.047 -0.705  -0.002
C3 3.542 -1.355 -0.143  0.037
C4 3.383 -1.224 1.271  0.036
C5 3.325 0.165 1.584  0.062
Os1 1.761 -0.348 0.275  0.700
N1 0.372 1.245 0.129  0.552
C6 0.060 1.230 -1.248  0.062
C7 0.840 -0.047 -1.683  0.098
H1 3.609 -2.290 -0.691  0.003
H2 3.649 0.202 -1.756  0.000
H3 3.315 -2.040 1.983  0.003
H4 3.230 0.599 2.575  0.007
H5 3.405 1.981 0.261  -0.001
H6 1.553 0.133 -2.495  0.007
H7 0.389 2.149 -1.796  0.014
H8 0.527 2.163 0.560  0.016
H9 0.162 -0.885 -1.901  0.010
H10 -1.037 1.131 -1.417  0.026
Te1 -0.245 -1.876 0.837  0.311
C8 -2.060 -0.807 0.514  0.141
C9 -2.484 0.160 1.438  0.560
C10 -3.774 0.698 1.315  0.335
C11 -4.612 0.295 0.265  0.096
C12 -4.160 -0.638 -0.678  0.517
C13 -2.880 -1.198 -0.560  0.302
H11 -1.807 0.451 2.241  0.029
H12 -4.124 1.428 2.045  0.014
H13 -5.619 0.710 0.182  -0.004
H14 -4.804 -0.941 -1.503  0.028
H15 -2.506 -1.945 -1.260  0.017

Values from the calculation:
net charge = 0
highest occupied orbital energy (spin up / spin down) = -0.1704 / -0.2809 Ha
frontier orbital gap (spin up / spin down) = 5.04 / 4.98 eV
2S+1 = 5
expectation value of S² = 6.04

Number 1: largest force on an atom 1.53 eV/Å, calculated total energy -2072.615778 Ha. Number 2: largest force on an atom 7.61 eV/Å, calculated total energy -917.521749 Ha.